1.
Computed, not measured: C12H13BrO2Ti as an isolated structure at a distorted geometry, with ωB97M-V/def2-TZVPD.

Last column: Löwdin charge in e.
CARTESIAN COORDINATES (ANGSTROEM)
C  2.08  -0.91  0.44  -0.21
C  1.79  -0.65  1.81  -0.20
C  0.64  -1.40  2.15  -0.22
H  2.31  0.04  2.45  0.06
C  0.16  -2.08  1.00  -0.20
C  1.10  -1.83  -0.05  -0.24
H  1.15  -2.40  -0.96  0.06
H  2.93  -0.51  -0.10  0.06
H  0.23  -1.51  3.15  0.06
H  -0.75  -2.66  0.90  0.07
Ti  -0.60  0.27  -0.72  0.52
Br  -2.81  1.46  -1.16  0.14
C  -0.76  0.86  -2.77  -0.42
C  -0.16  -0.46  -2.75  -0.24
C  1.18  -0.31  -2.34  -0.22
H  -0.66  -1.38  -3.02  0.07
C  1.37  1.02  -1.87  -0.20
C  0.20  1.76  -2.15  -0.27
H  0.08  2.83  -2.05  0.09
H  -1.68  1.09  -3.28  0.01
H  1.98  -1.01  -2.54  0.09
H  2.30  1.44  -1.49  0.09
C  -1.99  1.09  2.78  -0.01
C  -1.37  0.71  1.48  -0.73
O  -1.78  -0.35  0.85  -0.24
O  -0.42  1.40  0.95  -0.14
H  -2.15  0.19  3.38  0.07
H  -2.97  1.53  2.59  0.08
H  -1.39  1.80  3.33  0.06

**ΔE to the lowest compared entry with this formula, charge and spin**: 22.4 kcal per mole
**Total energy**: -109906.70018 eV
**⟨S²⟩**: 2.007
**Multiplicity**: 3
**Total charge**: -2
**LUMO energy (spin up / spin down)**: 5.3 / 5.3 eV

---

2.
Computed, not measured: C12H13Cl2GdNO3Ti as an isolated structure at a distorted geometry, with ωB97M-V/def2-TZVPD.

Last column: Löwdin charge in e.
CARTESIAN COORDINATES (ANGSTROEM)
Gd  -2.63  -3.45  -0.15  1.33
Ti  -0.83  -0.85  0.78  0.43
Cl  -0.85  -2.87  1.83  0.21
Cl  -2.76  -0.91  -0.72  0.19
C  0.44  -0.39  -0.56  -0.07
C  -4.22  -5.25  0.44  -0.04
C  -4.04  -4.41  -1.92  -0.05
O  1.15  0.11  -1.38  0.22
O  -4.97  -6.11  0.62  0.25
O  -4.71  -4.72  -2.81  0.26
C  1.61  3.30  0.32  0.04
N  2.74  2.49  0.87  -0.15
C  3.61  3.32  1.75  0.04
C  2.33  1.14  1.51  -0.03
C  1.03  1.32  2.20  -0.23
C  0.98  2.17  3.30  0.03
C  -0.25  2.60  3.80  0.05
C  -1.46  2.11  3.29  0.03
C  -1.44  1.09  2.32  -0.07
C  -0.17  0.77  1.80  -0.19
H  1.01  3.69  1.14  0.11
H  1.02  2.68  -0.35  0.10
H  2.07  4.13  -0.23  0.13
H  3.32  2.21  0.07  0.19
H  3.04  3.65  2.62  0.10
H  4.47  2.72  2.06  0.13
H  3.93  4.19  1.18  0.13
H  2.34  0.39  0.72  0.11
H  3.11  0.92  2.25  0.16
H  1.91  2.51  3.75  0.14
H  -0.24  3.33  4.62  0.16
H  -2.40  2.49  3.68  0.15
H  -2.37  0.65  1.96  0.11

**ΔE to the lowest compared entry with this formula, charge and spin**: 0.0 kcal per mole
**Total energy**: -89236.88560 eV
**⟨S²⟩**: 20.132
**Multiplicity**: 9
**Total charge**: +4
**LUMO energy (spin up / spin down)**: -17.7 / -15.4 eV

---

3.
Computed, not measured: C12H13ClIrN2O2 as an isolated structure at a distorted geometry, with ωB97M-V/def2-TZVPD.

Last column: Löwdin charge in e.
CARTESIAN COORDINATES (ANGSTROEM)
Cl  -2.37  3.64  -2.03  0.11
C  -0.84  -1.91  -1.07  -0.16
C  0.56  -2.09  -0.90  -0.16
C  1.22  -1.12  -1.69  -0.12
H  1.04  -2.84  -0.29  0.12
C  0.24  -0.34  -2.37  -0.33
C  -1.03  -0.83  -1.96  -0.12
H  -1.98  -0.44  -2.29  0.14
H  -1.61  -2.50  -0.61  0.12
H  2.28  -0.99  -1.79  0.14
C  0.50  0.76  -3.34  0.01
Ir  0.00  0.00  0.00  1.21
C  1.54  0.89  0.86  -0.19
O  2.48  1.38  1.34  0.17
C  -1.42  1.27  0.53  -0.22
O  -2.29  1.98  0.81  0.12
H  1.43  1.26  -3.12  0.10
H  -0.30  1.50  -3.32  0.07
H  0.56  0.36  -4.35  0.12
C  -0.26  1.20  3.45  0.04
C  -0.43  -0.26  3.13  -0.24
N  -0.36  -0.85  1.91  -0.03
C  -0.57  -2.17  2.15  -0.01
C  -0.76  -2.35  3.50  0.08
N  -0.67  -1.16  4.11  0.19
H  -1.18  1.57  3.94  0.13
H  0.59  1.32  4.16  0.13
H  -0.06  1.83  2.58  0.06
H  -0.59  -2.95  1.41  0.13
H  -0.95  -3.29  4.01  0.17
H  -0.77  -0.97  5.13  0.23

**ΔE to the lowest compared entry with this formula, charge and spin**: 0.0 kcal per mole
**Total energy**: -35068.61882 eV
**⟨S²⟩**: 8.775
**Multiplicity**: 6
**Total charge**: +2
**LUMO energy (spin up / spin down)**: -7.0 / -11.6 eV

---

4.
Computed, not measured: C12H13ClN2O5S in the gas phase at a distorted geometry, with ωB97M-V/def2-TZVPD.

Last column: Löwdin charge in e.
CARTESIAN COORDINATES (ANGSTROEM)
O  -3.93  -0.89  -1.50  0.08
O  2.81  0.42  -2.41  0.08
O  1.35  3.69  -0.30  -0.50
O  -2.61  -2.30  -2.54  0.09
O  2.28  -1.58  -1.84  0.10
Cl  4.45  0.95  1.57  0.64
C  -1.88  0.94  -1.17  0.06
C  -0.39  -0.72  -1.95  0.10
C  -0.78  1.77  -0.84  -0.03
C  -1.72  -0.36  -1.71  -0.12
C  0.72  0.06  -1.62  -0.16
C  0.53  1.30  -1.02  -0.22
N  -2.83  -1.23  -1.95  -0.32
N  2.00  -0.40  -1.99  -0.36
S  1.90  2.32  -0.28  1.01
C  0.96  -0.24  3.35  -0.19
C  0.00  0.57  2.47  -0.19
C  2.45  0.10  3.17  -0.22
C  0.55  1.97  2.20  -0.17
C  2.69  0.60  1.74  -0.68
C  1.95  1.93  1.51  -0.45
H  -2.86  1.29  -0.94  0.11
H  -0.25  -1.70  -2.44  0.14
H  -0.98  2.75  -0.50  0.11
H  0.81  -1.30  3.16  0.10
H  0.69  -0.08  4.41  0.11
H  -0.95  0.65  2.95  0.10
H  -0.17  -0.01  1.49  0.13
H  3.05  -0.84  3.30  0.13
H  2.79  0.81  3.89  0.10
H  -0.17  2.50  1.57  0.09
H  0.59  2.51  3.17  0.13
H  2.36  -0.14  1.04  0.10
H  2.57  2.66  1.99  0.10

**ΔE to the lowest compared entry with this formula, charge and spin**: 154.7 kcal per mole
**Total energy**: -49223.23353 eV
**Total charge**: 0
**LUMO energy**: -1.9 eV

---

5.
Computed, not measured: C12H13ClN6O3 in the gas phase at a distorted geometry, with ωB97M-V/def2-TZVPD.

Last column: Löwdin charge in e.
CARTESIAN COORDINATES (ANGSTROEM)
C  -2.21  -1.26  -0.72  -0.10
C  -2.78  -0.46  0.45  -0.24
C  -1.98  0.80  0.78  -0.19
H  -2.41  1.27  1.66  0.12
C  -1.96  1.84  -0.35  -0.12
N  -1.03  1.49  -1.37  -0.20
N  -1.24  1.68  -2.64  0.06
N  -0.18  1.29  -3.28  0.09
C  0.67  0.85  -2.34  -0.37
N  0.16  0.97  -1.12  0.19
N  1.90  0.34  -2.65  0.18
C  2.78  -0.30  -1.81  -0.47
O  3.83  -0.73  -2.20  0.12
C  2.29  -0.44  -0.40  -0.18
C  1.67  -1.62  0.00  0.00
C  1.19  -1.76  1.29  0.01
C  1.36  -0.71  2.18  -0.15
C  2.00  0.46  1.82  -0.01
C  2.47  0.59  0.52  -0.61
Cl  3.25  2.04  0.02  0.77
H  2.12  1.26  2.54  0.12
N  0.83  -0.83  3.52  -0.36
O  1.01  0.09  4.28  0.09
O  0.22  -1.84  3.79  0.09
H  0.69  -2.66  1.61  0.12
H  1.55  -2.42  -0.72  0.13
H  2.17  0.42  -3.63  0.17
H  -2.94  1.94  -0.83  0.13
H  -1.67  2.81  0.06  0.13
H  -0.94  0.54  1.00  0.09
H  -2.78  -1.09  1.34  0.11
H  -3.81  -0.19  0.24  0.11
H  -1.15  -1.44  -0.58  0.05
H  -2.72  -2.21  -0.80  0.07
H  -2.35  -0.73  -1.66  0.07

**SMILES string**: CCCCn1nnc(NC(=O)c2ccc([N+](=O)[O-])cc2Cl)n1
**Total energy**: -40257.46648 eV
**Total charge**: 0
**LUMO energy**: -0.9 eV

---

6.
Computed, not measured: C12H13CuNO4Si as an isolated structure, with ωB97M-V/def2-TZVPD.

Last column: Löwdin charge in e.
CARTESIAN COORDINATES (ANGSTROEM)
Cu  0.28  0.43  -0.09  0.69
O  -3.48  0.43  2.07  0.16
C  -2.28  0.29  1.53  -0.44
O  -2.08  0.13  0.35  0.08
C  -1.14  0.37  2.50  -0.16
C  -1.19  0.78  3.82  0.03
C  0.02  0.91  4.49  -0.01
C  1.22  0.65  3.84  0.04
C  1.17  0.25  2.51  -0.14
N  0.01  0.10  1.89  0.09
C  2.37  0.01  1.59  -0.56
O  3.46  -0.17  2.10  0.09
O  2.08  0.01  0.33  -0.09
H  -4.15  0.40  1.38  0.15
H  -2.14  0.99  4.29  0.12
H  0.03  1.24  5.52  0.12
H  2.18  0.76  4.32  0.13
C  -1.05  5.68  1.27  -0.20
Si  -0.01  5.25  -0.24  0.43
C  -0.78  5.94  -1.81  -0.19
C  1.76  5.82  0.08  -0.19
C  0.08  3.42  -0.45  -0.23
C  0.20  2.23  -0.68  -0.16
H  -1.12  6.77  1.40  0.03
H  -0.60  5.27  2.18  0.02
H  -2.07  5.29  1.20  0.02
H  -0.81  7.03  -1.82  0.03
H  -1.80  5.57  -1.92  0.03
H  -0.21  5.60  -2.68  0.03
H  1.84  6.91  0.13  0.03
H  2.42  5.46  -0.71  0.03
H  2.11  5.41  1.02  0.03

**ΔE to the lowest compared entry with this formula, charge and spin**: 8.6 kcal per mole
**Total energy**: -74851.58843 eV
**⟨S²⟩**: 0.753
**Multiplicity**: 2
**Total charge**: 0
**LUMO energy (spin up / spin down)**: -1.0 / -1.5 eV

---

Q: Which value of total charge does entry 3 give?
A: +2

---

Q: Number 3 is which compound?
A: C12H13ClIrN2O2